Molecular formula: C3H5F2NO2
Method: DFT, ωB97M-V/def2-TZVPD

Computed properties:
**HOMO**: -11.843 eV
**Energy relative to the best compared isomer or geometry (same formula, charge and spin)**: 589.01 kJ/mol
**Orbital gap**: 0.38220 Ha

Geometry as XYZ:
```
13
C3H5F2NO2 | the OMol25 dataset | ωB97M-V/def2-TZVPD
C -1.229 -0.599 -0.595
C 0.170 -0.200 -0.923
C 0.543 0.733 0.137
N 0.522 0.266 1.524
O 0.470 -0.917 1.723
O 0.590 1.157 2.252
F 0.227 1.938 0.066
F 2.534 0.638 0.393
H -1.865 0.263 -0.450
H -1.287 -1.388 0.218
H -1.649 -0.889 -1.529
H 0.244 0.151 -1.958
H 0.730 -1.152 -0.856
```

***

Molecular formula: C5H10O
Method: DFT, ωB97M-V/def2-TZVPD

Computed properties:
**HOMO**: -9.380 eV
**Energy relative to the best compared isomer or geometry (same formula, charge and spin)**: 207.67 kJ/mol
**Orbital gap**: 0.38756 Ha
**SMILES**: C=CCCOC

Geometry as XYZ:
```
16
C5H10O | the OMol25 dataset | ωB97M-V/def2-TZVPD
C 1.589 1.690 -0.568
C 0.488 0.982 -0.244
C 0.201 0.510 1.197
C -0.949 -0.477 1.113
O -0.348 -1.560 0.235
C -0.634 -1.653 -1.151
H 2.417 1.805 0.123
H 1.580 2.366 -1.417
H -0.366 1.097 -0.910
H -0.042 1.366 1.831
H 1.100 0.014 1.578
H -1.863 -0.081 0.663
H -1.129 -0.937 2.087
H 0.255 -1.320 -1.693
H -0.772 -2.709 -1.396
H -1.525 -1.093 -1.448
```

***

Molecular formula: C4H7NS2
Method: DFT, ωB97M-V/def2-TZVPD

Computed properties:
**HOMO (spin up / spin down)**: -5.708 / -8.353 eV
**Energy relative to the best compared isomer or geometry (same formula, charge and spin)**: 141.56 kJ/mol
**Orbital gap (spin up / spin down)**: 0.23491 / 0.24342 Ha
**2S+1**: 3

Geometry as XYZ:
```
14
C4H7NS2 | the OMol25 dataset | ωB97M-V/def2-TZVPD
C -0.302 1.707 -0.623
C -1.140 1.281 0.463
C 1.796 -2.162 -0.996
C -1.430 1.696 1.684
N -1.448 0.003 -0.106
S -0.090 0.122 -1.127
S 1.257 -1.049 0.336
H 0.294 2.575 -0.800
H 2.536 -2.836 -0.582
H 2.233 -1.567 -1.796
H 0.943 -2.725 -1.366
H -1.063 2.639 2.045
H -2.033 1.109 2.352
H -1.552 -0.792 0.515
```

***

Molecular formula: C32H58F5N7O9
Method: DFT, ωB97M-V/def2-TZVPD

Computed properties:
**HOMO**: -8.804 eV
**Energy relative to the best compared isomer or geometry (same formula, charge and spin)**: 163.47 kJ/mol
**Orbital gap**: 0.27764 Ha
**SMILES**: O=C1C=CC(=O)C(CCCC(F)(F)C(F)(F)F)=C1.CN(C)C=O.CN(C)C=O.CN(C)C=O.CN(C)C=O.CN(C)C=O.CN(C)C=O.CN(C)C=O

Geometry as XYZ:
```
111
C32H58F5N7O9 | the OMol25 dataset | ωB97M-V/def2-TZVPD
O -7.341 -1.902 0.475
C -6.250 -2.068 -0.015
C -6.108 -2.566 -1.413
C -4.967 -3.109 -1.807
C -3.838 -3.235 -0.854
O -2.967 -4.059 -1.010
C -3.838 -2.334 0.349
C -2.533 -2.148 1.057
C -1.465 -1.536 0.148
C -1.879 -0.160 -0.406
C -1.867 -0.065 -1.917
F -2.237 -1.237 -2.504
F -0.633 0.234 -2.386
C -2.824 1.008 -2.494
F -2.994 0.859 -3.807
F -2.327 2.237 -2.265
F -4.030 0.939 -1.906
C -4.999 -1.815 0.733
H -6.984 -2.505 -2.048
H -4.818 -3.532 -2.794
H -2.689 -1.518 1.938
H -2.184 -3.124 1.410
H -1.264 -2.235 -0.665
H -0.530 -1.455 0.701
H -2.876 0.114 -0.059
H -1.196 0.617 -0.053
H -5.086 -1.216 1.635
C -3.821 -8.299 0.991
N -2.934 -7.228 1.395
C -1.866 -6.801 0.509
C -3.073 -6.585 2.570
O -2.367 -5.666 2.941
H -3.269 -9.226 0.832
H -4.348 -8.044 0.070
H -4.558 -8.468 1.772
H -0.892 -6.936 0.984
H -1.986 -5.746 0.264
H -1.912 -7.388 -0.407
H -3.912 -6.972 3.176
C 0.996 -6.147 -1.684
N 1.483 -5.056 -0.871
C 2.907 -4.757 -0.849
C 0.652 -4.304 -0.125
O 1.005 -3.380 0.585
H 1.435 -7.098 -1.372
H 1.233 -5.986 -2.739
H -0.086 -6.214 -1.582
H 3.293 -4.832 0.169
H 3.110 -3.748 -1.204
H 3.422 -5.476 -1.483
H -0.406 -4.606 -0.217
C 6.547 -1.008 1.997
N 6.030 -1.753 0.872
C 6.572 -3.066 0.573
C 5.045 -1.275 0.083
O 4.581 -1.872 -0.868
H 7.613 -0.805 1.880
H 6.398 -1.552 2.932
H 6.022 -0.057 2.068
H 6.997 -3.090 -0.431
H 5.793 -3.827 0.624
H 7.349 -3.298 1.298
H 4.690 -0.277 0.390
C -1.991 5.547 -2.232
N -1.112 6.632 -2.616
C -1.473 7.998 -2.280
C 0.038 6.420 -3.280
O 0.804 7.305 -3.619
H -2.976 5.662 -2.690
H -2.114 5.511 -1.148
H -1.563 4.604 -2.564
H -1.566 8.606 -3.180
H -0.711 8.454 -1.646
H -2.423 7.989 -1.750
H 0.228 5.356 -3.495
C 3.786 8.376 -4.260
N 4.785 9.032 -3.437
C 5.938 9.656 -4.059
C 4.676 9.085 -2.099
O 5.487 9.623 -1.363
H 4.235 7.560 -4.830
H 3.336 9.084 -4.960
H 2.996 7.972 -3.634
H 6.864 9.206 -3.699
H 5.975 10.721 -3.828
H 5.867 9.522 -5.136
H 3.768 8.587 -1.720
C 6.048 10.074 1.872
N 6.371 11.144 2.796
C 7.727 11.658 2.841
C 5.457 11.688 3.620
O 5.687 12.587 4.409
H 6.631 9.178 2.098
H 6.235 10.360 0.838
H 4.991 9.829 1.966
H 8.157 11.534 3.836
H 7.747 12.722 2.603
H 8.330 11.116 2.116
H 4.457 11.235 3.511
C -6.931 -9.183 5.095
N -7.191 -9.640 3.747
C -8.530 -9.522 3.196
C -6.228 -10.176 2.972
O -6.397 -10.563 1.832
H -7.539 -9.729 5.819
H -7.143 -8.117 5.197
H -5.882 -9.349 5.334
H -8.921 -10.501 2.919
H -8.526 -8.900 2.301
H -9.178 -9.072 3.945
H -5.246 -10.227 3.476
```

***

Molecular formula: C3H3NO2
Method: DFT, ωB97M-V/def2-TZVPD

Computed properties:
**HOMO**: -11.836 eV
**Energy relative to the best compared isomer or geometry (same formula, charge and spin)**: 210.52 kJ/mol
**Orbital gap**: 0.44280 Ha
**SMILES**: COC(=O)C#N

Geometry as XYZ:
```
9
C3H3NO2 | the OMol25 dataset | ωB97M-V/def2-TZVPD
C -0.883 -0.271 1.084
O -0.544 0.128 -0.233
C 0.703 0.011 -0.536
O 1.387 -0.781 0.013
C 1.110 0.807 -1.812
N 1.267 1.328 -2.817
H -0.510 -1.420 1.308
H -0.551 0.475 1.949
H -1.978 -0.277 1.044
```

***

Molecular formula: C9H15NO3
Method: DFT, ωB97M-V/def2-TZVPD

Computed properties:
**HOMO**: -9.321 eV
**Energy relative to the best compared isomer or geometry (same formula, charge and spin)**: 247.52 kJ/mol
**Orbital gap**: 0.36581 Ha
**SMILES**: CC(=O)O[C@@H]1C[C@@H]2N[C@H]1CC[C@@H]2O

Geometry as XYZ:
```
28
C9H15NO3 | the OMol25 dataset | ωB97M-V/def2-TZVPD
C 4.196 -0.285 0.561
C 3.082 0.248 -0.311
O 3.218 1.258 -1.019
O 1.965 -0.455 -0.001
C 0.728 0.063 -0.622
C 0.006 1.155 0.179
C -1.012 0.455 1.027
N -0.685 -0.968 1.002
C -0.241 -1.129 -0.441
C -1.556 -1.028 -1.333
C -2.742 -0.732 -0.314
C -2.493 0.487 0.464
O -2.851 1.646 -0.333
H 5.148 0.327 0.405
H 4.261 -1.416 0.480
H 3.829 -0.085 1.610
H 0.915 0.534 -1.600
H 0.678 1.701 0.824
H -0.362 1.931 -0.548
H -0.937 0.916 1.980
H 0.118 -1.148 1.565
H 0.242 -2.101 -0.609
H -1.478 -0.240 -2.129
H -1.847 -2.000 -1.764
H -3.703 -0.467 -0.740
H -2.888 -1.664 0.305
H -3.088 0.392 1.350
H -2.502 2.605 0.012
```